{"formula": "C16H48O16", "method": "ωB97M-V/def2-TZVPD", "symbols": ["C", "C", "O", "O", "H", "H", "H", "H", "H", "H", "C", "C", "O", "O", "H", "H", "H", "H", "H", "H", "C", "C", "O", "O", "H", "H", "H", "H", "H", "H", "C", "C", "O", "O", "H", "H", "H", "H", "H", "H", "C", "C", "O", "O", "H", "H", "H", "H", "H", "H", "C", "C", "O", "O", "H", "H", "H", "H", "H", "H", "C", "C", "O", "O", "H", "H", "H", "H", "H", "H", "C", "C", "O", "O", "H", "H", "H", "H", "H", "H"], "xyz": [[-4.41837, 0.46307, 1.83531], [-5.71822, 0.48604, 0.97796], [-6.00065, -0.81915, 0.32061], [-4.46879, -0.40236, 2.91585], [-4.08782, 1.45624, 2.13937], [-3.55961, 0.14115, 1.24624], [-5.85258, 1.25452, 0.21672], [-6.49448, 0.45263, 1.74242], [-5.38368, -1.00404, -0.39126], [-4.29501, -1.30225, 2.63019], [-3.97721, 1.97665, 5.93851], [-2.43325, 1.76741, 5.86355], [-1.69748, 2.15888, 4.69901], [-4.26110, 2.09244, 7.27870], [-4.71439, 1.27485, 5.54846], [-4.45284, 2.83078, 5.45649], [-2.31323, 0.69045, 5.98125], [-1.93882, 2.08246, 6.78245], [-1.73803, 1.52006, 3.98356], [-5.20954, 2.09818, 7.42715], [0.92330, -0.50747, 0.68923], [-0.18063, 0.52165, 0.73414], [-1.12985, 0.37412, 1.83543], [1.33619, -0.61992, -0.65815], [0.61974, -1.50596, 1.00383], [1.76982, -0.31028, 1.34698], [-0.75677, 0.37584, -0.17959], [0.31477, 1.49226, 0.70996], [-1.51204, -0.50275, 1.75401], [0.60749, -0.37805, -1.23443], [-1.73320, -3.34649, 3.33273], [-2.45787, -3.41051, 1.92970], [-2.62945, -2.10757, 1.38712], [-0.28060, -3.45436, 3.05326], [-1.94480, -4.23971, 3.92050], [-1.96318, -2.57717, 4.06985], [-3.46861, -3.74958, 2.15671], [-2.12406, -4.05771, 1.11865], [-2.48704, -2.22621, 0.44518], [0.20297, -3.34610, 3.87547], [4.31245, -3.21047, -1.21883], [5.73173, -3.38137, -1.83013], [6.57349, -3.65359, -0.74016], [4.15368, -1.90729, -0.61349], [4.04118, -3.79767, -0.34149], [3.52522, -3.36698, -1.95630], [6.15125, -2.53583, -2.37525], [5.89580, -4.23503, -2.48774], [7.48854, -3.62293, -1.02885], [3.20700, -1.75155, -0.64736], [5.31132, 1.76333, -1.11594], [4.09448, 1.54359, -0.22644], [4.38663, 0.50612, 0.66800], [5.61968, 0.63764, -1.99349], [6.13372, 1.97016, -0.43111], [5.23636, 2.63528, -1.76570], [3.29984, 1.10312, -0.82863], [3.68932, 2.30421, 0.44095], [4.08907, -0.31437, 0.26819], [5.45110, -0.15386, -1.47704], [3.03691, 1.54859, -4.01571], [2.14046, 2.77168, -4.17472], [0.99395, 2.72591, -3.31970], [2.24421, 0.49352, -4.24608], [3.41807, 1.60713, -2.99620], [3.86605, 1.57664, -4.72270], [1.83296, 2.83738, -5.21838], [2.89723, 3.55470, -4.12699], [0.80136, 3.65193, -3.15538], [1.52885, 0.47247, -3.60623], [-1.43177, 0.68273, -4.49022], [-2.74033, 1.69472, -4.58283], [-3.63325, 1.32411, -5.54519], [-0.67850, 0.61607, -3.33355], [-0.73808, 1.06667, -5.23822], [-1.81626, -0.33689, -4.51528], [-2.34329, 2.70983, -4.57966], [-3.19541, 1.55284, -3.60259], [-4.45003, 1.82637, -5.49819], [-0.21633, 1.44899, -3.21422]], "charge": 1, "lumo_ev": [-3.59, -9.82], "homo_energy_ha": [-0.405, -0.404], "s2": 0.7540, "relative_energy_kcal_mol": 63.06, "orbital_gap_ev": [7.42, 1.17], "multiplicity": 2}

---

{"formula": "C16H50Ag3N14O10", "method": "ωB97M-V/def2-TZVPD", "symbols": ["Ag", "Ag", "Ag", "O", "C", "C", "O", "H", "H", "H", "H", "C", "C", "C", "O", "C", "N", "H", "H", "H", "H", "H", "H", "H", "H", "H", "H", "H", "C", "C", "C", "O", "C", "N", "H", "H", "H", "H", "H", "H", "H", "H", "H", "H", "H", "C", "O", "N", "N", "H", "H", "H", "H", "C", "O", "N", "N", "H", "H", "H", "H", "C", "O", "N", "N", "H", "H", "H", "H", "C", "O", "N", "N", "H", "H", "H", "H", "C", "O", "N", "N", "H", "H", "H", "H", "C", "O", "N", "N", "H", "H", "H", "H"], "xyz": [[-2.35851, -3.22529, -0.46086], [-4.17006, 0.34390, -0.20019], [1.33975, -4.52273, -0.24059], [-2.40770, -1.00630, 0.77880], [-1.35019, -0.53196, -0.05705], [-0.02682, -1.31049, -0.24733], [0.00567, -2.64119, -0.75279], [-1.07440, 0.46327, 0.32730], [-1.75020, -0.22819, -1.04028], [0.48276, -1.20473, 0.71885], [0.52531, -0.71451, -0.98546], [0.70223, 2.03164, -2.53624], [1.42248, 1.03783, -3.45026], [0.52618, 0.19519, -4.34778], [1.46508, -0.56121, -5.09759], [0.89590, -1.52725, -6.00709], [2.45135, 1.77807, -4.19191], [0.20668, 2.86758, -3.04179], [1.35185, 2.55317, -1.83344], [-0.12431, 1.53652, -2.01197], [1.93328, 0.44138, -2.68493], [-0.17208, 0.84029, -4.89111], [-0.11570, -0.51172, -3.80178], [0.51331, -2.30620, -5.34591], [1.69288, -1.77482, -6.70069], [0.06970, -1.04275, -6.53013], [2.86978, 1.01885, -4.72554], [3.12639, 2.06893, -3.47067], [0.97425, 5.70360, 5.15798], [0.45551, 5.22803, 3.79267], [1.26479, 4.00898, 3.29159], [0.76193, 3.62312, 2.02624], [1.01589, 2.28054, 1.65342], [-0.96812, 4.88598, 3.93782], [1.96912, 6.13445, 5.01790], [1.08689, 4.87608, 5.86220], [0.34646, 6.45853, 5.62425], [0.45080, 6.07368, 3.10454], [1.14545, 3.22259, 4.04525], [2.31560, 4.31303, 3.35919], [2.05077, 2.14298, 1.32895], [0.40234, 2.06774, 0.77809], [0.74287, 1.57436, 2.44262], [-1.06034, 3.93084, 4.27772], [-1.35130, 4.80118, 2.99907], [-2.01103, -3.45600, -3.56430], [-2.85095, -2.98352, -2.78205], [-2.32848, -3.81526, -4.83838], [-0.72388, -3.65746, -3.23222], [-3.26394, -4.00034, -5.15094], [-1.58520, -4.21048, -5.38369], [-0.04234, -3.97342, -3.89507], [-0.38607, -3.18689, -2.38455], [-3.27512, 2.31619, 2.34946], [-3.49828, 2.74509, 1.20309], [-3.92814, 2.83794, 3.42175], [-2.37711, 1.35909, 2.68745], [-3.64109, 2.63938, 4.36344], [-4.53976, 3.62692, 3.31041], [-2.61099, 0.99665, 3.59531], [-2.06105, 0.79288, 1.91445], [-4.04533, -4.09099, 2.21883], [-2.99381, -4.38969, 1.63088], [-4.93105, -5.01291, 2.61433], [-4.51231, -2.80697, 2.23508], [-4.87697, -5.95660, 2.27200], [-5.62942, -4.87818, 3.32332], [-3.85833, -2.13862, 1.84347], [-5.45635, -2.64915, 2.52302], [3.34824, -2.68695, -2.13172], [3.24086, -3.34630, -1.07176], [4.45653, -2.70971, -2.87500], [2.27994, -2.00997, -2.61201], [5.12957, -3.40040, -2.58694], [4.68765, -2.03851, -3.58461], [2.31403, -1.84897, -3.61199], [1.41025, -1.97739, -2.09854], [4.33035, 2.05596, -0.93199], [4.21436, 2.51867, -2.06605], [4.97502, 2.70599, 0.08164], [3.72186, 0.91604, -0.49699], [5.41948, 3.56808, -0.18212], [4.96128, 2.32126, 1.00235], [3.86555, 0.59238, 0.43881], [3.05725, 0.44084, -1.08126], [-0.67586, -2.22031, 3.93007], [-0.54853, -2.38190, 5.14657], [0.26615, -2.62754, 3.05309], [-1.74864, -1.54958, 3.43954], [0.16412, -2.38633, 2.08060], [1.19689, -2.86426, 3.33983], [-2.33096, -1.24855, 4.20193], [-1.94184, -1.32318, 2.47040]], "charge": 1, "lumo_ev": -3.97, "homo_energy_ha": -0.388, "orbital_gap_ev": 6.60}

---

{"formula": "C16H50BGaIO8S7", "method": "ωB97M-V/def2-TZVPD", "symbols": ["C", "C", "B", "O", "Ga", "I", "H", "H", "H", "H", "H", "H", "H", "H", "C", "S", "O", "C", "H", "H", "H", "H", "H", "H", "C", "S", "O", "C", "H", "H", "H", "H", "H", "H", "C", "S", "O", "C", "H", "H", "H", "H", "H", "H", "C", "S", "O", "C", "H", "H", "H", "H", "H", "H", "C", "S", "O", "C", "H", "H", "H", "H", "H", "H", "C", "S", "O", "C", "H", "H", "H", "H", "H", "H", "C", "S", "O", "C", "H", "H", "H", "H", "H", "H"], "xyz": [[-2.04389, -2.79333, -2.56622], [-0.58649, -2.46701, -1.86426], [0.28299, -3.82084, -1.46481], [0.09924, -5.16266, -2.08995], [1.76437, -3.52013, 0.01252], [2.55606, -5.90971, 0.78453], [-2.29830, -1.85503, -3.25869], [-2.91811, -2.88597, -1.78941], [-1.90065, -3.78559, -3.20405], [0.04032, -1.87554, -2.68829], [-0.67714, -1.76616, -0.91247], [0.85552, -5.22171, -2.77132], [1.14107, -2.64244, 1.23662], [2.94129, -2.70080, -0.75973], [2.94892, 2.21740, -1.87514], [3.27163, 0.43764, -1.87132], [2.02778, -0.24519, -1.38389], [4.45045, 0.46399, -0.49915], [2.19984, 2.43269, -2.64121], [2.56905, 2.53131, -0.89985], [3.87017, 2.75541, -2.11024], [3.97857, 0.88561, 0.39143], [5.32312, 1.05848, -0.77896], [4.76428, -0.56165, -0.29121], [0.65072, -6.99715, 5.53140], [1.98571, -5.79419, 5.73728], [2.03141, -5.41512, 7.18822], [1.16402, -4.44879, 4.84965], [0.93158, -7.91895, 6.04687], [-0.27405, -6.60821, 5.96447], [0.50854, -7.20709, 4.46879], [0.20787, -4.21646, 5.32436], [1.00555, -4.74116, 3.80914], [1.80806, -3.56685, 4.88245], [-0.39154, -0.72217, 5.27057], [-0.34357, 0.15470, 3.68928], [-0.67488, -0.83712, 2.61338], [1.44841, 0.40259, 3.66686], [-1.42490, -1.01328, 5.47483], [0.23322, -1.61733, 5.22160], [-0.03909, -0.06128, 6.06583], [1.96011, -0.56140, 3.71650], [1.74115, 1.02727, 4.51382], [1.71750, 0.90759, 2.73614], [-0.62637, -2.60490, 8.82353], [-1.83159, -1.28490, 8.54649], [-1.12653, -0.17469, 7.82446], [-1.97784, -0.79742, 10.28262], [-0.35496, -3.03566, 7.85653], [0.26840, -2.20057, 9.30305], [-1.07126, -3.38014, 9.45161], [-1.00029, -0.50428, 10.67254], [-2.37924, -1.63106, 10.86329], [-2.66297, 0.05106, 10.34853], [3.45420, 0.76899, -7.48917], [2.50260, 0.81380, -5.95159], [3.48050, 0.92364, -4.81904], [1.94697, -0.90639, -6.02501], [3.93012, 1.74245, -7.63132], [4.22381, -0.00455, -7.43097], [2.78377, 0.56933, -8.32827], [2.80890, -1.57693, -6.05687], [1.32514, -1.05164, -6.91129], [1.35604, -1.11890, -5.13097], [-1.61515, 2.20197, -3.23120], [-0.99305, 2.95131, -4.75539], [0.50520, 2.88549, -4.71143], [-1.47503, 4.64529, -4.34156], [-1.38696, 1.13340, -3.25149], [-1.13093, 2.65857, -2.36455], [-2.69740, 2.33860, -3.17199], [-0.99966, 4.95179, -3.40687], [-2.56175, 4.70280, -4.24673], [-1.14780, 5.30620, -5.14766], [-4.81929, 8.13334, -4.10655], [-5.44760, 6.64059, -4.91192], [-4.37112, 5.59848, -4.83307], [-5.43123, 7.31291, -6.59146], [-4.71068, 7.93168, -3.03797], [-3.84622, 8.40300, -4.52423], [-5.52887, 8.95168, -4.24885], [-4.42085, 7.63303, -6.85649], [-6.12118, 8.15754, -6.65332], [-5.75575, 6.53073, -7.28180]], "charge": -1, "lumo_ev": 1.46, "homo_energy_ha": -0.127, "relative_energy_kcal_mol": 29.26, "orbital_gap_ev": 4.93}

---

Values of max |F|, in order: 0.081, 0.048, 0.059, all in Eh/bohr.